[1]
Density functional theory data (ωB97M-V/def2-TZVPD) for 2 unconnected molecules or ions with the total composition C7H10N3S in a non-equilibrium geometry.

Positions of all 21 atoms, in Å:
C (-0.39406, -0.09672, -2.47492)
C (-0.57814, 1.15343, -2.94689)
C (-0.61769, -0.13259, -1.08303)
C (-0.71292, 1.12367, -0.52941)
C (-0.43462, -1.25823, -0.23425)
C (-0.43653, -1.00035, 1.29320)
C (-0.09431, 0.42543, 1.68533)
N (-0.51647, -2.40747, -0.69146)
N (-0.45405, 1.39460, 0.83039)
N (1.89748, 0.35518, 1.53145)
S (-0.74191, 2.32100, -1.72268)
H (-0.29733, -0.97220, -3.08662)
H (-0.86086, 1.62210, -3.95919)
H (-1.45993, -1.18707, 1.68076)
H (0.36590, -1.65374, 1.77334)
H (-0.07607, 0.70003, 2.72430)
H (-0.47986, -3.28502, -0.09374)
H (-0.38218, 2.32700, 1.07573)
H (1.83041, -0.26731, 0.71177)
H (2.09533, -0.27400, 2.33456)
H (2.34780, 1.11226, 1.18135)

Atomic forces in eV per Å
C -1.30 -0.18 -0.57
C -0.71 1.83 -2.28
C 1.48 1.31 0.30
C 0.56 -0.40 0.07
C -0.88 -0.61 2.39
C 1.30 0.26 0.49
C -0.01 0.62 -1.10
N 0.25 -3.18 -0.78
N -0.93 -2.29 -0.35
N -3.41 -5.33 0.10
S -0.26 0.67 0.39
H 0.01 -0.23 -0.10
H 1.06 -1.44 1.41
H 0.66 -0.17 -0.04
H -1.57 0.42 -0.39
H -0.05 0.05 0.21
H 0.10 1.90 -0.46
H 0.04 2.03 0.83
H 0.31 0.14 0.45
H 1.03 1.56 -0.67
H 2.32 3.04 0.11

Values from the calculation:
- LUMO level (eV) = -3.63
- total charge = +1
- gap between HOMO and LUMO (eV) = 8.63

These are the natural (NBO) partial charges, in e, on atoms 1 to 2:
1. C -0.204
2. C -0.394

[2]
Density functional theory data (ωB97M-V/def2-TZVPD) for a single C7H16 molecule in a non-equilibrium geometry.

Positions of all 23 atoms, in Å:
C (2.42217, -0.16033, 1.05804)
C (0.92424, -0.32050, 0.81865)
C (0.52849, -1.79002, 0.91502)
C (0.51801, 0.36565, -0.50181)
C (-0.96139, 0.20156, -0.83525)
C (-1.83147, 0.72426, 0.50653)
C (-1.36606, 0.99026, -2.07053)
H (2.72867, 0.88882, 1.01536)
H (2.71684, -0.57641, 2.02668)
H (3.00115, -0.70002, 0.29608)
H (0.20076, 0.24362, 1.54721)
H (0.87760, -2.36246, 0.04749)
H (0.94618, -2.24837, 1.81715)
H (-0.55674, -1.90398, 0.99030)
H (1.12563, -0.05108, -1.31771)
H (0.74987, 1.43442, -0.41883)
H (-1.20437, -0.85230, -0.98206)
H (-1.77552, 0.22325, 1.47657)
H (-1.75081, 1.81215, 0.55797)
H (-2.87436, 0.52629, 0.23487)
H (-0.82073, 0.64003, -2.95718)
H (-2.43655, 0.85677, -2.27007)
H (-1.16159, 2.05840, -1.95447)

Atomic forces in eV per Å
C -0.09 0.18 0.30
C -1.49 1.09 0.58
C -0.20 -0.08 -0.07
C 0.15 -0.78 -0.14
C -0.63 0.81 2.65
C -0.60 -0.68 -2.71
C -0.28 -0.16 0.01
H -0.01 -0.08 0.06
H -0.02 0.13 -0.05
H -0.23 0.06 0.03
H 2.13 -0.92 -0.54
H -0.01 0.03 0.07
H 0.05 0.08 -0.11
H 0.08 -0.04 -0.14
H 0.00 0.13 -0.05
H 0.03 -0.08 -0.06
H 0.03 0.00 0.02
H 0.79 0.09 -0.29
H 0.27 -0.11 0.34
H -0.08 0.21 -0.14
H -0.05 0.04 0.21
H 0.17 0.13 -0.02
H -0.03 -0.06 0.04

Values from the calculation:
- LUMO level (eV) = 1.13
- total charge = 0
- gap between HOMO and LUMO (eV) = 11.61
- structure (SMILES) = CC(C)CC(C)C

These are the natural (NBO) partial charges, in e, on atoms 1 to 2:
1. C -0.606
2. C -0.215